{
  "formula": "C9H60CdNO22",
  "method": "ωB97M-V with the def2-TZVPD basis set",
  "e_tot_ha": -2256.41660,
  "homo_energy_ev": -8.86,
  "charge": 1,
  "de_lowest_ev": 0.914,
  "e_lumo_ev": -3.1,
  "orbital_gap_ev": 5.7,
  "symbols": ["Cd", "H", "C", "C", "H", "C", "H", "H", "H", "H", "H", "O", "H", "H", "C", "H", "H", "O", "H", "C", "C", "O", "H", "H", "H", "H", "O", "H", "H", "O", "H", "H", "C", "H", "O", "H", "O", "H", "H", "H", "H", "O", "O", "H", "N", "H", "O", "H", "O", "H", "H", "O", "H", "H", "O", "O", "H", "H", "H", "H", "O", "C", "H", "H", "H", "H", "O", "H", "H", "H", "H", "H", "H", "H", "O", "O", "O", "H", "C", "O", "H", "H", "H", "H", "H", "H", "H", "H", "H", "H", "O", "O", "H"],
  "xyz": [[1.8738, 3.1837, 1.3649], [-4.0935, 3.8811, 0.9411], [-1.2341, 1.7908, -0.4863], [-1.6277, 0.9849, 1.8902], [1.9895, 1.4935, 3.5880], [1.8328, -1.7251, 0.5893], [-1.3789, -0.6646, -2.1751], [2.8366, -1.2925, 0.6159], [-1.8142, 0.1715, 2.5865], [4.3037, 2.6140, 0.0598], [4.3796, 1.9995, 1.4636], [6.2065, 0.4600, -0.8453], [-2.2185, -1.1741, 0.7559], [-1.5958, 0.1020, -4.5259], [0.8713, -0.8918, -0.2749], [3.5569, -4.2542, -2.7755], [0.0724, -4.4666, 4.2178], [0.2568, 2.5076, -3.6980], [-0.6165, -5.7898, 0.6403], [-0.1567, -1.9148, -0.8760], [-1.1078, 0.6250, 0.4843], [1.7118, 3.6674, -0.6626], [-2.2665, 2.1633, -0.4714], [-3.7465, 1.6788, 3.9872], [-0.5897, 4.5646, 1.3648], [-2.5039, 1.6236, 1.7162], [1.1927, 1.0876, 1.0236], [5.4680, 0.4913, -1.4642], [0.8405, 0.4317, -1.9391], [3.8277, 2.5611, 0.8994], [-2.3228, 5.2909, 0.4045], [3.4597, -5.2036, 2.6669], [1.5654, -0.2573, -1.4976], [0.1959, -2.1436, -1.8812], [-1.4016, 5.4167, 0.1194], [4.3313, -4.2457, 1.8584], [-3.1683, -0.2561, -3.8785], [-3.7112, -1.0314, -3.7032], [2.6928, 2.7960, 4.0840], [-2.1965, -2.0005, -1.4866], [-0.2024, 1.7448, -4.1353], [-3.9120, 0.9780, 4.6245], [2.0741, 2.4737, 3.4150], [3.0146, -2.9819, 3.9049], [0.2669, 0.1206, 0.6102], [-0.4333, -5.4803, 2.1304], [-0.3544, 4.6751, -2.5065], [-0.6531, 2.6655, -0.1803], [-5.1456, 0.5088, -2.1197], [1.6863, 2.9807, -1.3498], [-0.8636, 4.5149, -3.3112], [-0.7377, 0.3024, -4.9676], [0.6888, -0.4575, 4.1324], [2.0035, -2.6491, 0.0236], [2.8210, -3.7635, -2.3877], [-3.0494, -4.3458, -0.6952], [-1.0292, 1.5186, -1.5208], [-2.5845, -4.7267, -1.4474], [-5.6413, 0.9430, -2.8268], [1.5058, -4.4521, 3.7100], [-1.1114, -5.6681, 1.4585], [-1.4622, -1.2268, -1.2451], [1.1816, -4.3911, -2.9838], [0.6414, -4.1863, -4.4043], [-3.4928, 0.4101, -3.2546], [-0.3282, -2.7821, -0.2429], [1.4194, -0.0947, 3.6110], [-0.1246, 2.5475, -2.8156], [-0.3061, 4.1119, 2.8403], [2.1215, -1.7246, 4.1181], [-4.9070, 1.2229, -1.5155], [1.4148, -1.9935, 1.5525], [-0.3397, -0.5561, -5.1394], [-1.3116, 4.8545, -0.6697], [-4.1134, 4.3493, 0.0978], [0.7009, -4.9861, 3.7059], [0.3606, -4.4054, -3.5111], [-5.0490, 4.5232, -0.0620], [-2.0295, -0.4752, -0.0659], [2.2991, -2.6261, 4.4594], [-0.9576, 1.6781, 2.4053], [-0.2739, 5.6372, -2.4582], [6.6456, -0.3750, -1.0406], [1.8590, -0.9249, -2.3101], [2.4315, 0.3833, -1.3013], [3.2056, -2.9301, -2.0922], [1.7286, 4.5063, -1.1459], [-3.0245, -0.0474, -0.2165], [-2.4944, -4.5584, 0.0689], [1.0747, -0.0291, 2.6807], [-0.0346, 3.9540, 1.9264], [3.8066, -4.3021, 2.6630], [-4.6998, 1.2605, 5.1033]]
}